The following is a quantum chemistry calculation of the ion C4H13N6 with charge +1 in a non-equilibrium geometry, from OMol25.

Computed properties:
Energy above the lowest of the compared OMol25 structures with the same formula, charge and spin   91.2 kcal/mol
E   -13289.0516 eV
Frontier orbital gap   8.16 eV
Molecular weight   145.19 Da
HOMO level   -0.4114 Ha
Maximum force   4.7 eV/Å

```
! wB97M-V def2-TZVPD RIJCOSX def2/J DEFGRID3
* xyz 1 1
C -2.06087 -0.19346 -0.02488
C 1.71507 -0.65359 1.26460
C 2.53341 0.60324 -0.65938
C 0.13116 -0.24074 -0.67916
N -1.94877 1.45673 0.44264
N -0.72657 -0.56197 0.14077
N -0.97223 2.10782 0.18274
N -2.91403 -0.69403 0.90583
N -2.49468 -0.35110 -1.32740
N 1.62421 -0.41393 -0.17407
H 2.45927 -1.40669 1.36781
H 2.20489 0.20299 1.78054
H 0.79419 -1.05959 1.63252
H 3.07993 0.40679 -1.62585
H 2.00383 1.52398 -0.60866
H 3.42718 0.72856 0.00739
H 0.14705 0.13257 -1.77455
H -2.79866 1.94388 0.60027
H -2.50017 -1.26161 1.60101
H -3.84677 -0.78161 0.57509
H -1.96127 0.28236 -1.95781
H -3.48784 -0.22816 -1.43054
H 1.86450 -1.29296 -0.56363
*
```

Here are the natural (NBO) charges for atoms 1 to 8, given in e: 0.484 -0.430 -0.456 0.280 -0.265 -0.446 -0.196 -0.843